{"formula": "C33H31BF4N2O7SSr", "method": "ωB97M-V/def2-TZVPD", "species": ["Sr", "S", "F", "F", "F", "F", "O", "O", "O", "O", "O", "O", "O", "N", "N", "C", "C", "C", "C", "C", "C", "C", "C", "C", "C", "C", "C", "C", "C", "C", "C", "C", "C", "C", "C", "C", "C", "C", "C", "C", "C", "C", "C", "C", "C", "C", "C", "C", "B", "H", "H", "H", "H", "H", "H", "H", "H", "H", "H", "H", "H", "H", "H", "H", "H", "H", "H", "H", "H", "H", "H", "H", "H", "H", "H", "H", "H", "H", "H", "H"], "coordinates": [[14.409, 8.712, 10.903], [13.676, 7.390, 14.078], [14.666, 4.985, 9.478], [16.456, 4.583, 10.785], [14.991, 6.289, 11.378], [14.341, 4.059, 11.503], [16.401, 8.576, 9.530], [11.353, 10.561, 8.490], [12.981, 7.831, 12.836], [17.677, 7.533, 7.262], [12.320, 7.394, 10.047], [13.353, 9.557, 8.568], [14.401, 10.746, 12.520], [16.587, 9.288, 12.261], [16.264, 9.798, 13.548], [9.924, 9.802, 13.540], [16.269, 7.728, 7.021], [12.802, 6.777, 16.546], [15.110, 10.377, 16.114], [12.542, 7.818, 15.457], [17.808, 8.938, 12.086], [14.553, 10.781, 17.330], [20.445, 7.691, 9.637], [10.666, 10.670, 12.749], [13.218, 5.434, 15.872], [18.324, 7.778, 8.451], [12.877, 12.076, 16.159], [10.248, 7.977, 8.936], [8.024, 8.364, 8.145], [14.557, 10.840, 14.900], [9.017, 6.205, 7.840], [18.405, 8.415, 10.822], [10.937, 8.986, 11.057], [13.442, 11.638, 17.347], [10.159, 6.662, 8.490], [9.717, 8.503, 13.090], [13.343, 5.625, 14.350], [7.941, 7.062, 7.663], [11.163, 10.280, 11.510], [10.248, 8.099, 11.865], [13.426, 11.672, 14.930], [19.784, 8.124, 10.786], [19.678, 7.503, 8.479], [17.647, 8.283, 9.630], [9.158, 8.834, 8.768], [11.452, 8.504, 9.704], [15.117, 10.441, 13.532], [12.133, 9.666, 8.826], [15.128, 4.980, 10.788], [9.162, 7.781, 13.679], [20.374, 8.243, 11.680], [10.169, 7.060, 11.510], [9.538, 10.143, 14.495], [14.132, 5.062, 13.859], [14.968, 10.415, 18.263], [9.245, 9.851, 9.109], [13.650, 7.146, 17.139], [13.003, 11.978, 13.983], [15.955, 8.775, 7.159], [18.538, 9.055, 12.903], [11.698, 10.989, 10.904], [21.494, 7.455, 9.649], [12.862, 7.200, 9.250], [11.961, 6.686, 17.229], [12.424, 5.429, 13.818], [13.001, 11.907, 18.290], [16.169, 7.480, 5.964], [10.827, 11.675, 13.091], [14.151, 5.106, 16.286], [15.971, 9.723, 16.073], [11.981, 12.693, 16.213], [8.998, 5.192, 7.450], [20.133, 7.144, 7.558], [12.501, 4.618, 16.073], [7.174, 9.024, 8.038], [15.663, 7.056, 7.626], [7.049, 6.772, 7.119], [12.711, 8.848, 15.756], [11.545, 7.759, 15.012], [11.010, 6.007, 8.666]], "forces_ev_per_angstrom": [[0.7953, 0.5129, -0.1954], [-0.0375, 0.0962, 0.8484], [-0.3703, 0.5788, -0.5360], [0.2412, 0.1320, 0.3773], [0.0051, -0.2386, -0.0445], [-0.0595, 0.1291, 0.5521], [0.0145, -0.0259, 0.4252], [-0.0168, 0.0613, 0.0422], [0.0756, -0.0216, -0.0545], [0.1182, 0.1232, -0.0554], [0.5405, 0.5624, -1.1868], [0.1210, -0.6557, 0.7075], [0.0234, -0.3268, 0.2310], [0.0686, 0.1692, 0.4815], [0.2037, -0.3684, -0.1527], [0.1694, 0.0326, -0.2403], [0.3964, 0.4598, 0.0545], [0.6508, 0.3277, -0.2247], [-0.4814, 0.5599, -0.1943], [-0.0851, -0.4492, -0.3516], [0.4711, -0.1288, -0.6057], [-0.1756, 0.0658, -0.5209], [-1.1453, 0.2534, 0.7112], [-0.2064, -0.1295, -0.0047], [-0.7616, -0.1592, -0.2866], [0.0262, 0.0603, 0.4954], [0.1177, -0.3015, -0.3449], [-0.1816, 0.0120, 0.0887], [-0.2966, 0.1662, -0.0413], [0.1697, 0.0938, 0.0646], [-0.0572, 0.0657, -0.1872], [-0.1129, 0.2668, 0.3777], [0.3618, 0.7494, -0.1614], [0.4410, -0.5619, -0.1503], [0.4349, 0.1899, 0.1548], [0.1645, -0.3361, -0.4068], [0.0914, 0.3822, 0.2555], [0.1027, 0.0142, -0.0980], [-0.3048, -0.2266, 0.3124], [-0.2949, -0.5915, 0.1798], [0.3060, -0.1375, 0.6026], [0.4082, -0.1785, -0.4498], [-0.3443, 0.0709, -0.4241], [-0.6127, -0.1818, -0.7188], [0.1086, -0.4375, -0.1359], [-0.2907, -0.5602, -0.0477], [-0.2588, 0.0436, -0.3033], [-0.2528, -0.0255, 0.0606], [0.0691, -0.5351, -0.2567], [0.0074, 0.0625, 0.0762], [0.0330, 0.0888, 0.3820], [-0.1827, 0.5299, 0.3147], [-0.0157, -0.0999, -0.0592], [0.0718, -0.1144, 0.0461], [0.0075, 0.0415, -0.0163], [-0.0941, 0.0897, 0.0593], [-0.1740, -0.1407, 0.0298], [0.0494, -0.0153, 0.0140], [0.1199, -0.5387, 0.1406], [-0.2708, 0.0679, -0.0236], [0.1297, 0.1344, -0.1418], [0.2403, 0.0000, 0.0307], [-0.4241, -0.0455, 0.3773], [-0.1211, -0.0965, -0.0470], [-0.3981, -0.0467, -0.1680], [-0.1058, 0.1649, 0.2529], [-0.0577, -0.1389, -0.0366], [0.1307, 0.3011, 0.0845], [0.5835, -0.1780, 0.1959], [-0.0085, -0.0059, -0.0493], [0.1759, -0.0173, -0.2146], [-0.0743, 0.0483, 0.0818], [-0.0263, -0.0145, 0.0788], [0.1712, 0.4073, -0.0494], [-0.0750, 0.0647, -0.1007], [-0.0077, 0.0982, 0.0243], [0.0407, -0.2241, 0.1002], [0.1484, 0.0879, 0.0797], [0.0317, -0.1113, -0.0139], [-0.2553, -0.0010, -0.0914]], "mulliken_charge": [1.90, 0.37, -0.43, -0.35, 0.03, -0.42, -0.78, -0.73, -0.14, -0.57, -0.69, -0.63, -0.77, 0.76, -0.82, -0.49, -0.47, -0.69, -0.10, 0.26, -1.11, -0.64, -0.77, -0.89, -0.64, 0.03, -0.64, -0.62, -0.85, 0.22, -0.83, 0.85, -0.19, -0.27, 0.08, -0.87, -0.65, -0.36, 0.18, -0.28, -0.06, -0.71, -0.56, 0.84, -0.29, 2.11, -0.32, -0.12, 0.29, 0.39, 0.31, 0.36, 0.38, 0.42, 0.37, 0.44, 0.25, 0.38, 0.25, 0.16, 0.43, 0.35, 0.42, 0.41, 0.27, 0.37, 0.27, 0.53, 0.30, 0.43, 0.35, 0.39, 0.36, 0.30, 0.34, 0.10, 0.36, -0.15, -0.07, 0.37], "de_lowest_kj_mol": 0.0, "total_charge": -2, "orbital_gap_ha": 0.2028}